The following is a DFT calculation (ωB97M-V/def2-TZVPD) of an isolated molecule of C3H3N3O2 in a non-equilibrium geometry.

- SMILES: O/N=c1/ncnco1
- E: -11721.46790 eV
- Kohn-Sham gap: 9.26 eV

```
! wB97M-V def2-TZVPD RIJCOSX def2/J DEFGRID3
* xyz 0 1
O -0.247 0.215 -2.700
O -0.596 -0.878 -0.160
N 0.546 0.690 -1.700
N 1.059 0.638 0.580
N -0.505 -0.198 2.130
C 0.768 0.365 1.739
C -1.032 -0.855 1.123
C 0.372 0.208 -0.509
H -1.909 -1.392 1.360
H 1.421 0.486 2.631
H -1.126 -0.013 -2.297
*
```